A molecular structure, C24H29F3NO8S3, computed with the ωB97M-V functional and the def2-TZVPD basis.

Element x y z (Å)
C: -2.4934 -3.3620 -2.6364
C: -1.1726 -2.6684 -2.3364
C: -0.7542 -1.6515 -3.3803
C: 0.5935 -1.0193 -3.0727
C: 0.7499 0.3126 -2.2618
C: 2.1666 0.9019 -2.4166
O: 2.4818 1.6439 -1.4677
O: 3.0290 0.5700 -3.3400
C: 4.3495 1.1485 -3.0203
C: 5.2891 0.6546 -4.0770
C: -0.2212 1.3642 -2.8921
O: 0.2122 2.4351 -3.2882
O: -1.5185 1.0090 -2.9337
C: -2.4804 2.0515 -3.2795
C: -3.5443 1.4667 -4.1721
H: -2.7970 -3.9361 -1.7574
H: -3.2570 -2.6057 -2.8325
H: -2.4308 -4.0361 -3.4957
H: -1.2617 -2.1318 -1.3815
H: -0.3575 -3.3953 -2.1987
H: -0.6396 -2.1578 -4.3505
H: -1.5527 -0.9150 -3.5301
H: 1.2651 -1.7693 -2.6571
H: 0.9572 -0.6284 -4.0125
H: 4.2352 2.2349 -3.0334
H: 4.6473 0.8088 -2.0243
H: 6.2618 1.1077 -3.8886
H: 5.4079 -0.4308 -4.0277
H: 4.9497 0.9596 -5.0685
H: -2.8945 2.4075 -2.3292
H: -1.9448 2.8658 -3.7722
H: -4.2854 2.2383 -4.3913
H: -3.1136 1.1496 -5.1271
H: -4.0645 0.6248 -3.7043
F: 1.7508 3.0946 0.4877
C: 1.6770 1.7993 0.8439
F: 2.8984 1.3371 1.1391
F: 0.8757 1.6836 1.9211
S: 0.7654 0.7626 -0.5790
N: -0.9701 -1.9571 3.2684
S: 0.6294 -2.1999 3.0733
C: 1.0353 -1.5213 4.6733
C: 2.3544 -1.1122 4.8684
C: 2.7012 -0.5465 6.0926
C: 1.7181 -0.3635 7.0751
C: 0.3955 -0.7635 6.8536
C: 0.0597 -1.3952 5.6503
O: 0.8915 -3.6152 3.0532
O: 1.3737 -1.3389 2.1701
S: -1.8259 -1.6727 1.9218
C: -2.1077 0.0992 1.9181
C: -2.3812 0.7192 3.1321
C: -2.5455 2.1035 3.1624
C: -2.4486 2.8544 1.9820
C: -2.1854 2.2121 0.7605
C: -2.0500 0.8247 0.7274
O: -1.0684 -1.8836 0.6915
O: -3.0869 -2.3200 2.0994
H: 3.0769 -1.2403 4.0581
H: 3.7392 -0.2530 6.2677
H: 1.9911 0.0937 8.0316
H: -0.3821 -0.5999 7.6013
H: -0.9427 -1.7643 5.4509
H: -2.4447 0.1058 4.0261
H: -2.7593 2.5924 4.1151
H: -2.5824 3.9340 2.0039
H: -2.0867 2.7770 -0.1652
H: -1.8779 0.3064 -0.2181

* ΔE to the lowest compared entry with this formula, charge and spin: 2.0479 eV
* HOMO: -5.469 eV
* lowest unoccupied orbital energy: 2.4 eV
* net charge: -1
* gap between HOMO and LUMO: 7.8 eV
* spin multiplicity: 1